The following is a DFT calculation (wB97M-V/def2-TZVPD) of one molecule with the formula C3H7N3.

relative energy (zero: lowest compared OMol25 entry of this formula, charge and spin) = 3.200 eV
E_tot = -282.656637 Ha
lowest unoccupied orbital energy = 0.96 eV
frontier orbital gap = 8.7 eV
SMILES string = C=CN(N)N=C

```
! wB97M-V def2-TZVPD RIJCOSX def2/J DEFGRID3
* xyz 0 1
N 0.064 0.318 0.060
N 0.334 1.644 -0.280
C -1.256 -0.096 -0.004
C 2.153 -0.361 0.410
C -1.729 -1.347 -0.047
N 1.060 -0.551 -0.250
H -0.357 2.266 0.134
H 0.249 1.728 -1.292
H -1.968 0.724 0.003
H 2.276 0.424 1.177
H 3.021 -1.011 0.222
H -1.053 -2.196 -0.048
H -2.794 -1.542 -0.086
*
```

Atom charges from the natural (NBO) analysis, given in e for atoms 1 to 6:
1. N -0.172
2. N -0.653
3. C -0.018
4. C -0.063
5. C -0.501
6. N -0.255


The following is a DFT calculation (wB97M-V/def2-TZVPD) of one molecule with the formula C3H7N3.

relative energy (zero: lowest compared OMol25 entry of this formula, charge and spin) = 5.259 eV
E_tot = -282.580976 Ha
lowest unoccupied orbital energy = 1.15 eV
frontier orbital gap = 9.2 eV
SMILES string = N/N=C\N1CC1

```
! wB97M-V def2-TZVPD RIJCOSX def2/J DEFGRID3
* xyz 0 1
C -1.088 -0.462 0.350
C 0.250 -0.327 -1.740
C 1.002 -0.062 -0.598
H -0.053 1.103 2.766
H 0.266 1.510 1.353
H -2.170 -1.038 0.070
H -0.058 -1.355 -1.915
H 0.144 0.094 -2.640
H 1.281 -0.824 0.228
H 1.760 0.729 -0.704
N -0.071 0.659 1.758
N -0.814 -0.435 1.559
N -0.448 0.407 -0.487
*
```

Atom charges from the natural (NBO) analysis, given in e for atoms 1 to 6:
1. C 0.145
2. C -0.243
3. C -0.261
4. H 0.353
5. H 0.397
6. H 0.186


The following is a DFT calculation (wB97M-V/def2-TZVPD) of one molecule with the formula C3H7N3.

relative energy (zero: lowest compared OMol25 entry of this formula, charge and spin) = 1.406 eV
E_tot = -282.722585 Ha
lowest unoccupied orbital energy = 0.92 eV
frontier orbital gap = 9.9 eV
SMILES string = [H]/N=C(/C)NN=C

```
! wB97M-V def2-TZVPD RIJCOSX def2/J DEFGRID3
* xyz 0 1
C -1.360 1.224 -0.010
C -1.041 -0.255 -0.002
C 2.486 -0.148 0.046
H -1.855 1.528 0.935
H -0.495 1.912 -0.245
H -2.127 1.389 -0.793
H -1.750 -2.040 0.074
H 0.503 -1.614 -0.209
H 3.279 0.591 0.155
H 2.807 -1.222 0.073
N -2.027 -1.046 0.098
N 0.286 -0.611 -0.163
N 1.294 0.292 0.042
*
```

Atom charges from the natural (NBO) analysis, given in e for atoms 1 to 6:
1. C -0.688
2. C 0.446
3. C -0.151
4. H 0.240
5. H 0.237
6. H 0.239


The following is a DFT calculation (wB97M-V/def2-TZVPD) of C3H7N3 as an isolated structure.

relative energy (zero: lowest compared OMol25 entry of this formula, charge and spin) = 3.652 eV
E_tot = -282.640028 Ha
lowest unoccupied orbital energy = 1.07 eV
frontier orbital gap = 10.1 eV

```
! wB97M-V def2-TZVPD RIJCOSX def2/J DEFGRID3
* xyz 0 1
C 1.852 0.864 0.276
C -1.143 0.399 0.490
C -0.354 -0.544 -0.392
N 2.912 0.151 0.307
N 2.254 -0.877 -0.333
N 1.111 -0.088 -0.452
H 1.669 1.777 0.785
H -2.089 0.771 0.064
H -0.446 1.325 0.512
H -1.287 -0.071 1.454
H -0.862 -0.447 -1.324
H -0.340 -1.589 -0.035
H 2.675 -1.282 -1.154
*
```

Atom charges from the natural (NBO) analysis, given in e for atoms 1 to 6:
1. C 0.102
2. C -0.617
3. C -0.218
4. N -0.314
5. N -0.290
6. N -0.280


The following is a DFT calculation (wB97M-V/def2-TZVPD) of one molecule with the formula C3H7N3.

relative energy (zero: lowest compared OMol25 entry of this formula, charge and spin) = 0.870 eV
E_tot = -282.742284 Ha
lowest unoccupied orbital energy = 0.69 eV
frontier orbital gap = 10.2 eV
SMILES string = N#C[C@H](N)CN

```
! wB97M-V def2-TZVPD RIJCOSX def2/J DEFGRID3
* xyz 0 1
N -1.730 -0.365 -0.200
C -0.668 0.647 -0.130
C 0.766 0.083 0.265
N 0.724 -1.342 0.224
C 1.961 0.758 -0.516
N 2.935 1.326 -0.813
H -2.434 -0.251 0.522
H -2.218 -0.331 -1.089
H -0.941 1.426 0.591
H -0.564 1.121 -1.104
H 1.063 0.480 1.241
H -0.221 -1.712 0.152
H 1.329 -1.839 0.856
*
```

Atom charges from the natural (NBO) analysis, given in e for atoms 1 to 6:
1. N -0.854
2. C -0.223
3. C -0.110
4. N -0.855
5. C 0.254
6. N -0.349


The following is a DFT calculation (wB97M-V/def2-TZVPD) of one molecule with the formula C3H7N3.

relative energy (zero: lowest compared OMol25 entry of this formula, charge and spin) = 3.869 eV
E_tot = -282.632077 Ha
lowest unoccupied orbital energy = 0.89 eV
frontier orbital gap = 9.0 eV
SMILES string = [H]/N=N/C(C)=C/N

```
! wB97M-V def2-TZVPD RIJCOSX def2/J DEFGRID3
* xyz 0 1
C -1.094 -0.777 -0.913
C -0.196 0.100 -0.140
N 0.951 -1.395 1.300
C 0.783 0.089 0.704
N -0.166 1.721 -0.715
N 0.609 2.597 -0.325
H 0.687 -1.545 2.265
H 0.687 -2.173 0.709
H 0.367 3.515 -0.756
H 1.357 0.832 1.226
H -1.639 -0.155 -1.624
H -1.809 -1.279 -0.259
H -0.537 -1.530 -1.471
*
```

Atom charges from the natural (NBO) analysis, given in e for atoms 1 to 6:
1. C -0.679
2. C 0.098
3. N -0.905
4. C -0.003
5. N -0.156
6. N -0.374


The following is a DFT calculation (wB97M-V/def2-TZVPD) of a 2-piece molecular cluster, C3H7N3 overall.

relative energy (zero: lowest compared OMol25 entry of this formula, charge and spin) = 5.931 eV
E_tot = -282.556276 Ha
lowest unoccupied orbital energy = 0.00 eV
frontier orbital gap = 9.2 eV

```
! wB97M-V def2-TZVPD RIJCOSX def2/J DEFGRID3
* xyz 0 1
C 1.824 -0.447 0.039
C 0.613 0.136 -0.248
C -2.520 0.409 0.117
H 1.841 -1.139 -0.767
H 2.733 0.244 0.148
H 2.086 -1.085 1.031
H 1.411 1.908 0.021
H -0.223 -1.831 0.438
H -2.214 1.566 -0.161
H -3.626 0.152 0.296
N 0.399 1.439 -0.222
N -0.506 -0.687 -0.515
N -1.817 -0.666 -0.176
*
```

Atom charges from the natural (NBO) analysis, given in e for atoms 1 to 6:
1. C -0.698
2. C 0.358
3. C -0.159
4. H 0.248
5. H 0.243
6. H 0.244


The following is a DFT calculation (wB97M-V/def2-TZVPD) of one molecule with the formula C3H7N3.

relative energy (zero: lowest compared OMol25 entry of this formula, charge and spin) = 3.223 eV
E_tot = -282.655790 Ha
lowest unoccupied orbital energy = 1.06 eV
frontier orbital gap = 9.0 eV
SMILES string = NN1CC=CN1

```
! wB97M-V def2-TZVPD RIJCOSX def2/J DEFGRID3
* xyz 0 1
C 1.404 -0.464 -0.067
C 1.212 0.811 -0.249
C 0.195 -0.978 0.640
N 0.087 1.364 0.355
N -0.786 0.236 0.629
N -1.784 0.261 -0.389
H 2.073 -1.176 -0.315
H 1.915 1.378 -0.764
H -0.290 -1.751 -0.070
H 0.266 -1.206 1.735
H -0.329 2.086 -0.135
H -2.558 -0.427 -0.108
H -1.405 -0.135 -1.263
*
```

Atom charges from the natural (NBO) analysis, given in e for atoms 1 to 6:
1. C -0.335
2. C -0.016
3. C -0.274
4. N -0.454
5. N -0.132
6. N -0.676


The following is a DFT calculation (wB97M-V/def2-TZVPD) of C3H7N3O as an isolated structure.

relative energy (zero: lowest compared OMol25 entry of this formula, charge and spin) = 7.438 eV
E_tot = -357.776530 Ha
lowest unoccupied orbital energy (alpha / beta) = -1.14 / 0.90 eV
frontier orbital gap (alpha / beta) = 6.1 / 10.2 eV

```
! wB97M-V def2-TZVPD RIJCOSX def2/J DEFGRID3
* xyz 0 1
C 0.632 0.205 1.201
C -0.500 -1.497 -0.291
N -0.482 -0.193 0.345
C 0.618 0.850 -0.172
N -1.762 1.209 0.143
N 1.404 0.697 -1.220
O -2.397 1.090 -0.820
H 2.321 1.106 -1.032
H 1.417 -0.535 1.346
H 0.370 0.817 2.061
H -0.079 1.792 -0.151
H 0.379 -1.674 -0.921
H -0.553 -2.285 0.462
H -1.368 -1.582 -0.949
*
```

Atom charges from the natural (NBO) analysis, given in e for atoms 1 to 6:
1. C -0.255
2. C -0.435
3. N -0.345
4. C 0.053
5. N 0.186
6. N -0.565


The following is a DFT calculation (wB97M-V/def2-TZVPD) of one molecule with the formula C3H7N3O.

relative energy (zero: lowest compared OMol25 entry of this formula, charge and spin) = 3.379 eV
E_tot = -357.925687 Ha
lowest unoccupied orbital energy = 0.44 eV
frontier orbital gap = 7.7 eV

```
! wB97M-V def2-TZVPD RIJCOSX def2/J DEFGRID3
* xyz 0 1
C 0.184 1.271 1.960
N -0.893 1.158 0.891
C -0.662 0.579 -0.483
O -1.263 1.019 -1.433
N 0.245 -0.417 -0.455
C 0.631 -1.115 -1.601
N 1.488 -2.040 -1.512
H 1.054 1.688 1.436
H 0.404 0.235 2.259
H -1.276 2.086 0.698
H -1.668 0.638 1.308
H 0.745 -0.565 0.420
H 0.119 -0.761 -2.499
H 1.662 -2.446 -2.429
*
```

Atom charges from the natural (NBO) analysis, given in e for atoms 1 to 6:
1. C -0.729
2. N -0.592
3. C 0.783
4. O -0.576
5. N -0.644
6. C 0.271


The following is a DFT calculation (wB97M-V/def2-TZVPD) of C3H7N3O as an isolated structure.

relative energy (zero: lowest compared OMol25 entry of this formula, charge and spin) = 2.298 eV
E_tot = -357.965423 Ha
lowest unoccupied orbital energy = 0.63 eV
frontier orbital gap = 10.0 eV

```
! wB97M-V def2-TZVPD RIJCOSX def2/J DEFGRID3
* xyz 0 1
C -1.960 0.491 1.108
N -0.910 0.839 0.146
C -0.354 -0.342 -0.650
O -1.016 -1.074 -1.345
N 0.914 -0.201 -0.256
C 1.933 -1.037 -0.681
N 3.125 -0.866 -0.278
H -1.544 -0.207 1.838
H -2.806 0.021 0.599
H -2.293 1.391 1.629
H -1.214 1.580 -0.484
H 0.323 0.816 0.421
H 1.609 -1.828 -1.372
H 3.727 -1.574 -0.696
*
```

Atom charges from the natural (NBO) analysis, given in e for atoms 1 to 6:
1. C -0.418
2. N -0.669
3. C 0.765
4. O -0.601
5. N -0.718
6. C 0.268


The following is a DFT calculation (wB97M-V/def2-TZVPD) of one molecule with the formula C3H7N3O.

relative energy (zero: lowest compared OMol25 entry of this formula, charge and spin) = 2.824 eV
E_tot = -357.946084 Ha
lowest unoccupied orbital energy = 1.00 eV
frontier orbital gap = 10.0 eV
SMILES string = C/C=N\NNC=O

```
! wB97M-V def2-TZVPD RIJCOSX def2/J DEFGRID3
* xyz 0 1
C 0.725 2.127 0.738
N 0.510 -0.835 0.275
N 0.076 -2.039 -0.309
C -0.854 -2.007 -1.310
C -0.473 1.263 0.504
N -0.541 0.019 0.330
O -0.989 -1.115 -2.108
H 1.377 -0.492 -0.139
H -0.024 -2.780 0.373
H -1.427 -2.957 -1.357
H -1.438 1.752 0.553
H 0.764 2.381 1.797
H 1.653 1.629 0.476
H 0.640 3.054 0.175
*
```

Atom charges from the natural (NBO) analysis, given in e for atoms 1 to 6:
1. C -0.686
2. N -0.301
3. N -0.469
4. C 0.527
5. C 0.068
6. N -0.253


The following is a DFT calculation (wB97M-V/def2-TZVPD) of C3H7N3O as an isolated structure.

relative energy (zero: lowest compared OMol25 entry of this formula, charge and spin) = 6.319 eV
E_tot = -357.817639 Ha
lowest unoccupied orbital energy (alpha / beta) = 0.45 / 0.45 eV
frontier orbital gap (alpha / beta) = 7.9 / 7.9 eV

```
! wB97M-V def2-TZVPD RIJCOSX def2/J DEFGRID3
* xyz 0 1
C 1.320 -0.233 1.767
N 0.011 0.182 0.352
C 0.508 -0.663 -0.467
N -1.273 0.206 0.848
C -0.899 0.538 -2.584
N -0.865 -0.409 -1.779
O 1.470 -1.172 -0.918
H -1.502 -0.634 1.372
H -1.382 1.030 1.427
H 1.063 -1.194 2.206
H 2.305 -0.199 1.318
H 1.107 0.607 2.419
H -1.586 0.500 -3.440
H -0.275 1.441 -2.520
*
```

Atom charges from the natural (NBO) analysis, given in e for atoms 1 to 6:
1. C -0.472
2. N -0.263
3. C 0.860
4. N -0.588
5. C -0.111
6. N -0.533


The following is a DFT calculation (wB97M-V/def2-TZVPD) of one molecule with the formula C3H7N3O.

relative energy (zero: lowest compared OMol25 entry of this formula, charge and spin) = 1.449 eV
E_tot = -357.996606 Ha
lowest unoccupied orbital energy = 0.92 eV
frontier orbital gap = 9.9 eV
SMILES string = [H]/N=C/O/C(=N/[H])NC

```
! wB97M-V def2-TZVPD RIJCOSX def2/J DEFGRID3
* xyz 0 1
C -2.023 -0.606 -0.126
N -1.157 -0.041 0.893
C 0.125 0.375 0.653
O 0.326 0.481 -0.695
N 1.046 0.693 1.469
C 1.630 0.496 -1.136
N 2.301 -0.564 -1.161
H -1.498 -1.344 -0.739
H -2.417 0.172 -0.788
H -2.862 -1.096 0.374
H -1.384 -0.214 1.858
H 0.758 0.544 2.433
H 1.927 1.485 -1.492
H 3.227 -0.382 -1.545
*
```

Atom charges from the natural (NBO) analysis, given in e for atoms 1 to 6:
1. C -0.406
2. N -0.631
3. C 0.709
4. O -0.538
5. N -0.778
6. C 0.416


The following is a DFT calculation (wB97M-V/def2-TZVPD) of one molecule with the formula C3H7N3O.

relative energy (zero: lowest compared OMol25 entry of this formula, charge and spin) = 3.784 eV
E_tot = -357.910825 Ha
lowest unoccupied orbital energy = 0.24 eV
frontier orbital gap = 7.2 eV

```
! wB97M-V def2-TZVPD RIJCOSX def2/J DEFGRID3
* xyz 0 1
C 2.858 -0.110 0.267
N 1.414 0.335 0.578
C 0.264 0.049 -0.359
O 0.451 -0.163 -1.522
N -0.953 0.055 0.270
C -2.154 -0.178 -0.407
N -3.244 -0.068 0.225
H 3.048 0.366 -0.707
H 2.739 -1.184 0.050
H 1.470 1.348 0.697
H 1.191 -0.037 1.502
H -1.050 0.298 1.248
H -2.002 -0.441 -1.456
H -4.033 -0.269 -0.386
*
```

Atom charges from the natural (NBO) analysis, given in e for atoms 1 to 6:
1. C -0.724
2. N -0.604
3. C 0.780
4. O -0.530
5. N -0.651
6. C 0.273


The following is a DFT calculation (wB97M-V/def2-TZVPD) of one molecule with the formula C3H7N3O.

relative energy (zero: lowest compared OMol25 entry of this formula, charge and spin) = 3.517 eV
E_tot = -357.920632 Ha
lowest unoccupied orbital energy = 0.79 eV
frontier orbital gap = 8.8 eV

```
! wB97M-V def2-TZVPD RIJCOSX def2/J DEFGRID3
* xyz 0 1
C -0.116 0.142 0.017
N -0.067 1.012 -1.114
N -0.241 -1.824 -1.356
C -0.022 0.556 1.459
C -0.362 -1.246 -0.163
O 0.070 1.957 1.654
N 1.055 -0.150 0.923
H 1.002 2.182 1.529
H -0.612 1.853 -0.949
H 0.890 1.293 -1.297
H 0.062 -1.234 -2.122
H -0.249 -2.825 -1.461
H -0.684 0.137 2.225
H -0.725 -1.854 0.654
*
```

Atom charges from the natural (NBO) analysis, given in e for atoms 1 to 6:
1. C 0.034
2. N -0.856
3. N -0.742
4. C 0.207
5. C 0.238
6. O -0.725


The following is a DFT calculation (wB97M-V/def2-TZVPD) of a 2-piece molecular cluster, C3H7N3O overall.

relative energy (zero: lowest compared OMol25 entry of this formula, charge and spin) = 1.461 eV
E_tot = -357.996188 Ha
lowest unoccupied orbital energy = 0.91 eV
frontier orbital gap = 10.1 eV
SMILES string = OC1=NCC=N1.N

```
! wB97M-V def2-TZVPD RIJCOSX def2/J DEFGRID3
* xyz 0 1
C -0.403 0.004 -0.974
C -0.227 -1.368 -0.375
N 0.706 0.699 -0.848
C 1.545 -0.140 -0.116
N -1.591 1.206 0.717
O 2.728 0.326 0.269
N 1.090 -1.300 0.203
H 3.155 -0.354 0.809
H -0.873 1.861 0.301
H -1.140 0.254 -1.717
H -1.223 0.893 1.609
H -2.496 1.644 0.853
H -0.984 -1.562 0.390
H -0.288 -2.162 -1.122
*
```

Atom charges from the natural (NBO) analysis, given in e for atoms 1 to 6:
1. C 0.207
2. C -0.336
3. N -0.540
4. C 0.633
5. N -1.073
6. O -0.648


The following is a DFT calculation (wB97M-V/def2-TZVPD) of C3H7N3O2 as an isolated structure.

relative energy (zero: lowest compared OMol25 entry of this formula, charge and spin) = 8.941 eV
E_tot = -432.994177 Ha
lowest unoccupied orbital energy = 0.60 eV
frontier orbital gap = 10.0 eV

```
! wB97M-V def2-TZVPD RIJCOSX def2/J DEFGRID3
* xyz 0 1
C -1.511 -0.860 0.325
C 0.714 -1.538 -0.544
C 2.273 1.380 0.230
H -2.424 1.644 1.089
H -1.970 1.811 -0.703
H -2.007 -1.131 1.450
H 0.322 -1.318 -1.699
H 1.240 -2.516 -0.708
H 2.796 0.836 1.044
H 2.213 2.516 0.301
N -2.678 1.132 -0.154
N -1.689 0.022 -0.563
N 1.526 0.555 -0.519
O -0.425 -1.804 0.345
O 1.619 -0.728 0.107
*
```

Atom charges from the natural (NBO) analysis, given in e for atoms 1 to 6:
1. C 0.386
2. C 0.189
3. C -0.155
4. H 0.301
5. H 0.371
6. H 0.172